[1]
The following is a quantum chemistry calculation of a gas-phase ion, C5H11N3 (charge +2), from the Open Molecules 2025 dataset.

Values from the calculation:
Total energy   -9814.26529 eV
F_max   3.2 eV/A
Lowest unoccupied orbital energy (spin up / spin down)   -10.65 / -10.65 eV
Energy above the lowest of the compared OMol25 structures with the same formula, charge and spin   3.6775 eV
SMILES   C=[N+]1CCN/C1=[NH+]/C

Structure (ORCA input):
```
! RIJCOSX wB97M-V def2-TZVPD def2/J DEFGRID3
* xyz 2 1
H 1.35158 1.70582 -0.75840
C 0.36211 1.79675 -0.26654
C -1.83993 0.75067 0.09389
C 2.49051 -0.15602 0.20862
H 0.18681 2.83849 0.13414
N -0.34561 0.73092 -0.14865
H 2.72085 0.61633 -0.50304
H 2.46576 0.23675 1.21140
H -2.10433 1.23015 -0.87108
H -2.85155 -1.01924 -0.72114
H -0.86789 -2.45738 -0.20744
C -2.23978 -0.75705 0.05992
C 0.07510 -0.62814 -0.01617
H 3.35776 -0.83455 0.11232
N 1.35374 -0.94654 -0.07737
H -2.00240 1.23346 1.03199
H 1.63124 -1.90642 -0.16253
H -2.78747 -1.02718 0.96653
N -0.95651 -1.40681 -0.08644
*
```

***

[2]
The following is a quantum chemistry calculation of 2 unconnected molecules or ions with the total composition C16H36N2O5P, from the Open Molecules 2025 dataset.

Values from the calculation:
Total energy   -39674.00793 eV
F_max   1.8 eV/A
Lowest unoccupied orbital energy   -3.14 eV
Energy above the lowest of the compared OMol25 structures with the same formula, charge and spin   1.5860 eV

Structure (ORCA input):
```
! RIJCOSX wB97M-V def2-TZVPD def2/J DEFGRID3
* xyz 1 1
H -1.86600 -3.85570 2.99343
C -1.76000 -3.17043 2.15640
H 0.39492 -3.13117 2.59954
O 2.54413 5.53126 -0.19534
H -1.77719 5.58729 1.20970
H 1.52070 5.44138 -2.00935
H -0.83090 -6.92771 1.55333
O 2.09575 -1.05008 -3.58612
C 0.87191 -2.68625 -0.04390
O -0.47547 5.96894 -0.29575
C 0.88844 -1.73503 -1.24731
H 0.15432 0.17824 1.18588
H 0.13793 7.46728 -1.55713
H -0.09207 -1.80943 -1.70928
H -3.24684 -3.40579 -0.74025
H -5.20076 -4.71398 0.17822
H 0.56980 0.36676 -1.04956
C -3.33972 -3.69763 0.30407
H 2.72798 4.20500 1.27914
C -1.15313 -5.95630 1.90392
H -3.88076 -2.90050 0.79739
H -0.54048 6.79168 1.61139
H 1.88882 2.25760 0.24366
H -2.51115 -2.40109 2.29789
N -1.96152 -3.78740 0.85047
C 1.16353 -0.38023 -0.54124
P 2.05788 -2.12684 -2.57615
C -0.38469 -2.47075 2.23389
H 3.10221 3.00536 -0.83049
H -0.90682 -1.61379 0.28751
N 0.76533 -0.57821 0.89589
H 0.81265 7.55180 0.08393
H 1.85480 -2.64249 0.43527
C 2.05149 4.37276 0.43633
H -1.90099 7.22754 0.54146
C -4.15942 -4.98844 0.31292
H -4.07973 -5.52596 1.24987
O -1.03067 -5.44659 -0.41815
H 0.84093 2.87129 -3.43460
H 1.57814 -3.34583 -3.08550
H -0.49602 -1.65848 2.95320
H 2.52725 3.14567 -2.97417
H 0.58520 -3.71413 -0.20370
C 1.76648 6.14590 -1.21308
C -0.04541 -1.88426 0.88870
H -0.40586 -5.57822 2.59498
H 1.55732 -0.70506 1.51678
O 1.12227 3.11951 -1.44057
H 2.22707 -0.20358 -0.63095
C -1.36497 -5.07164 0.70396
H -2.07762 -6.09380 2.45799
C 0.53334 6.87021 -0.72624
C 2.09616 3.12058 -0.41436
H 1.76739 1.55825 -2.68003
C -1.20600 6.42917 0.82068
H 1.05250 4.53051 0.84968
H 3.29177 -2.42027 -1.95991
H -3.88027 -5.60797 -0.52915
C 1.59937 2.64140 -2.68982
H 2.42671 6.89965 -1.64534
*
```

***

[3]
The following is a quantum chemistry calculation of a gas-phase ion, C5H10NS (charge +1), from the Open Molecules 2025 dataset.

Values from the calculation:
Total energy   -17663.73599 eV
F_max   3.5 eV/A
Lowest unoccupied orbital energy   -3.69 eV
Energy above the lowest of the compared OMol25 structures with the same formula, charge and spin   2.5864 eV
SMILES   C=C1SCC[N@H+]1C

Structure (ORCA input):
```
! RIJCOSX wB97M-V def2-TZVPD def2/J DEFGRID3
* xyz 1 1
C -1.04717 -1.83995 0.15081
C 1.37497 0.43024 -0.87171
H 0.52256 -1.66001 1.53906
H 0.85524 0.13223 -1.77728
C -0.86047 2.17695 0.15491
H -1.68528 -2.13119 1.09007
N 0.47668 0.17239 0.24543
H 2.26020 -0.04627 -0.65044
H 1.15050 -1.67252 -0.12528
H -1.12068 -2.60059 -0.62353
H 1.61187 1.55072 -0.76453
H 0.90309 0.60724 1.16580
C -0.74797 0.87633 -0.08618
S -2.09307 -0.26334 -0.32833
H -0.05877 2.92727 0.26486
H -1.88738 2.63346 0.12251
C 0.34567 -1.29295 0.49383
*
```

***

[4]
The following is a quantum chemistry calculation of a molecular structure, C40H43F11N2O6S2SeTi, from the Open Molecules 2025 dataset.

Values from the calculation:
Total energy   -197469.26096 eV
F_max   0.5 eV/A
Lowest unoccupied orbital energy   -1.03 eV
Energy above the lowest of the compared OMol25 structures with the same formula, charge and spin   2.0493 eV

Structure (ORCA input):
```
! RIJCOSX wB97M-V def2-TZVPD def2/J DEFGRID3
* xyz 0 1
H -2.60017 -4.10143 -0.61017
C -1.61188 -2.92940 2.49819
C -2.66557 -0.07442 0.77190
H 3.69670 5.67548 -0.10938
H -3.46321 1.40397 -4.40057
C -2.50241 1.83703 -4.14817
H -3.14512 -0.02574 -1.85698
H -2.65884 -4.46297 1.36128
S 2.78561 -3.28067 -2.15456
C -3.64172 2.97241 -2.23381
C 4.18354 0.55148 0.37727
O 1.02240 0.59745 -2.12395
C 1.77799 3.48624 -1.86575
O 0.69735 0.51239 0.05297
C -0.05024 2.90367 -3.46846
Ti 1.30400 -1.21347 0.12500
C -2.95848 -2.63747 3.16668
H -0.91813 -4.43195 1.06759
H 0.72992 1.81679 -5.13243
C -3.55234 1.96526 3.00739
C -3.60088 -0.99846 -1.66143
F 6.44391 2.34018 3.23757
C -1.38297 -2.07174 -1.80520
F 6.79630 3.00798 0.63151
C -1.17025 3.24633 -2.70774
H -1.30149 1.41314 4.46867
H -3.50018 2.73818 -1.17575
H -4.52811 -0.85112 -1.10368
C 1.95184 2.85572 0.47789
H -3.20145 -3.45478 3.84863
H -3.70368 -3.55602 -1.84787
C -1.06616 -0.49534 2.32768
H -3.91480 4.02830 -2.29317
C -1.86726 2.84172 1.36793
C 3.07353 4.81037 -0.29749
C 5.12476 1.48379 -0.00650
F 1.71301 -7.01840 0.98217
C 2.36150 -6.42462 -0.02626
H -0.35484 -0.42849 3.13408
N 1.23571 3.41062 -3.12978
H 2.81998 5.29301 -2.36205
H -2.57504 2.71281 0.54607
O 0.08337 -5.74899 -1.18014
C 2.60038 4.58667 -1.57016
H -1.55539 -5.07886 2.57216
F 3.48463 -5.88054 0.45836
F 3.40664 0.01464 -0.59473
C 2.71740 3.96502 0.75380
F 4.59756 0.51829 3.93608
H -0.71558 -2.84865 -1.43226
C -3.30651 -3.31617 -0.85957
F 5.23079 -2.31111 -2.16179
O -0.00319 -2.09917 0.84911
H -0.09999 1.97145 3.29653
F 4.52378 -2.88457 -0.20338
C -1.06707 4.21957 -1.56334
H 1.71800 3.92448 -3.84754
F 2.67360 -7.33636 -0.93191
H -1.47921 0.90702 -5.79209
H -0.85733 2.73005 0.96752
H 1.70715 2.15579 1.26697
H -2.93569 -1.71151 3.74152
H -4.27786 1.75785 2.21835
C 5.70759 1.75311 2.29788
H -3.37848 0.52202 0.22283
H -0.81567 3.72356 -0.62091
C 5.89412 2.09275 0.96831
Se 2.62038 -1.06071 2.22149
C -2.63816 -1.93824 -0.92276
C -0.52013 -3.00674 3.57933
H 0.48019 -3.05058 3.14215
C -2.40713 2.67257 -3.04354
H -3.75856 -2.56776 2.42841
H 3.05263 4.16442 1.76252
H -1.68002 -2.37288 -2.81213
S 1.26830 -5.06585 -0.67092
F 5.10060 -4.40089 -1.63110
C 1.02884 1.19451 -1.07331
C -1.92383 0.44148 1.93811
H -2.00676 4.74662 -1.41144
C 4.52879 -3.21561 -1.49500
C -2.27731 -1.30961 0.42837
F 5.27085 1.81596 -1.28486
H -1.25064 3.11519 3.99941
H -3.72950 2.98025 3.36926
O 2.87796 -2.83868 -3.50020
N 2.28114 -4.69168 -1.92339
H -3.73842 1.27082 3.82885
H -3.85576 -1.44127 -2.62533
C -2.11436 1.82727 2.49343
C 3.96170 0.18978 1.69049
C 1.52238 2.56158 -0.82634
C -1.39176 1.55918 -4.93303
C -1.25441 -1.75923 1.51369
H -4.48761 2.39077 -2.59793
H -0.65696 -3.91814 4.16171
C -1.69094 -4.29884 1.82175
O 2.10829 -2.25344 -1.26474
C -1.13253 2.09417 3.63212
H -1.97620 3.86045 1.74633
C -0.16412 2.08133 -4.58359
H -4.13775 -3.33408 -0.15134
H -0.84486 -1.12307 -1.89616
H -0.56160 -2.16809 4.27341
H -0.29244 4.96290 -1.74919
C 4.75378 0.81198 2.64454
*
```

***

[5]
The following is a quantum chemistry calculation of 9 unconnected molecules or ions with the total composition C23H57NO10, from the Open Molecules 2025 dataset.

Values from the calculation:
Total energy   -46735.78045 eV
F_max   1.1 eV/A
Lowest unoccupied orbital energy   0.48 eV
SMILES   CCCC[C@@H](OCC)[C@@H](N)COc1ccccc1.CO.CO.CO.CO.CO.CO.CO.CO

Structure (ORCA input):
```
! RIJCOSX wB97M-V def2-TZVPD def2/J DEFGRID3
* xyz 0 1
H -11.80686 0.69268 1.19235
H -7.51637 3.34948 2.64931
H -0.94679 -2.21497 -1.55870
H -8.83830 2.17990 2.80253
C 3.20162 -0.59054 0.40655
C -0.04296 -1.69876 -1.24709
C -2.60161 -1.09487 1.04874
H 0.82753 -2.03362 -1.80429
C 6.49946 -0.09927 -1.53365
H 3.41923 -5.41859 0.63654
H -6.27829 -2.04370 -1.33428
C -3.53556 1.34733 0.04641
C 5.83677 2.19278 -4.67529
H -3.87804 2.30694 -0.30780
C 3.37252 0.86465 -0.02888
H -8.57693 -1.75930 0.30136
H -6.94775 -2.16686 0.88464
C 7.69057 -2.16924 -4.88184
H 6.44369 -1.64830 -0.35846
O 0.41734 0.44425 -0.30394
H 1.62109 -4.49227 -0.51846
O 6.85996 -2.53622 -3.78525
H -6.54223 1.82390 1.19105
C -7.77246 2.28737 2.62154
C -7.51498 -1.62996 0.11809
H 2.63896 2.83944 0.12630
H 6.25911 2.92577 -5.36770
H -0.61911 3.42132 -1.97347
C -0.00820 2.83870 -0.14854
H 0.58872 3.75128 -0.15810
H -4.89823 0.19557 -1.11063
H 4.75253 2.15260 -4.80926
C -2.04328 0.10198 1.48854
N -1.06812 3.05108 -1.14241
C 2.61191 -4.85725 1.11509
C -0.56798 2.66974 1.28506
C -2.49322 1.31541 0.97723
H 2.20935 1.19001 4.82517
O 3.98554 0.23554 4.55728
O 1.99158 -3.96616 0.19508
H -4.05520 -1.98150 -0.28196
H 3.82680 -0.87925 2.45601
H -2.22900 -2.03086 1.43336
H 3.41506 1.54304 6.07753
H -0.34061 3.56800 1.85118
H 7.41380 -1.16106 -5.17943
H 4.11912 -1.12337 0.17084
H 6.25448 1.21443 -4.89945
H 8.74556 -2.17586 -4.59610
C 2.25300 1.83647 0.33143
O 6.17554 2.50427 -3.32859
C 2.99875 0.76019 5.43772
H 2.41751 -1.07678 -0.16527
H -1.26720 0.03254 -1.39303
H -1.44527 2.15859 -1.44163
H 0.10071 -1.89626 -0.18981
C -4.09322 0.14764 -0.39019
H 7.54203 -2.84205 -5.73029
H 2.28876 -0.02512 2.34529
H -1.24227 0.10951 2.21135
O 6.37337 -0.69712 -0.24229
H 6.42124 0.97531 -1.41760
O -7.21873 -2.16101 -1.17913
H 7.10345 -3.42708 -3.52059
C -0.19435 -0.18672 -1.42243
H 2.57034 -0.02705 6.06401
C 2.90426 -0.79720 1.89606
H 2.40226 -1.75969 1.99903
H 7.46854 -0.34430 -1.97432
C 0.98732 1.72074 -0.51541
H 3.58667 0.88945 -1.09872
H -10.17205 -0.15537 -0.22588
H 3.02932 -4.25710 1.91991
H -11.39565 -0.65554 2.27033
H -10.19932 0.61766 1.95714
C -3.61749 -1.06868 0.09696
H -0.04238 1.85490 1.78066
H 5.70183 -0.44895 -2.19343
H 4.68455 -0.14479 5.09631
H 1.26858 1.89125 -1.56096
H 1.88587 -5.55852 1.53543
H 0.21972 0.16060 -2.36836
O -10.51897 -0.75970 0.43698
O -1.97617 2.52928 1.36707
H 2.02111 1.82229 1.39297
H -7.22532 1.76393 3.40964
O -7.48735 1.72632 1.34336
H 5.80642 3.36770 -3.12517
H 4.27755 1.23083 0.46217
C -11.00442 0.02514 1.51817
H -7.26871 -0.56703 0.15831
*
```

***

[6]
The following is a quantum chemistry calculation of 8 unconnected molecules or ions with the total composition C23H46Cl6O15, from the Open Molecules 2025 dataset.

Values from the calculation:
Total energy   -130440.93212 eV
F_max   5.9 eV/A
Lowest unoccupied orbital energy   0.12 eV
Energy above the lowest of the compared OMol25 structures with the same formula, charge and spin   3.1777 eV
SMILES   CCOC(=O)OC.CCOC(=O)OC.CCOC(=O)OC.CCOC(=O)OC.CCOC(=O)OC.ClCCl.ClCCl.ClCCl

Structure (ORCA input):
```
! RIJCOSX wB97M-V def2-TZVPD def2/J DEFGRID3
* xyz 0 1
C -1.51516 -0.43483 9.76370
C 0.33629 0.41263 -1.36087
O 9.21159 -1.37060 -6.07849
H 1.18712 -0.63524 0.88585
H -4.52167 1.25453 -9.67464
H -4.07561 6.80971 -3.60998
H -2.85624 0.90096 -9.35841
O 8.82158 0.53781 -4.96154
H -1.43567 -1.67049 1.75126
H 6.18824 1.00587 -5.49334
C 4.76522 -0.62291 -5.87692
C 2.91539 -3.62620 7.01388
C -6.08016 -1.70911 10.36879
H 3.06209 -5.80466 11.60022
H 0.33412 -5.36310 11.77216
C -0.77372 -2.32924 -6.42989
O -3.43514 2.77924 -10.12877
H 0.63504 2.70337 -2.79686
H -3.02040 7.85770 -8.27745
H 3.85896 -3.18341 7.33282
O 3.92554 -5.12379 9.06394
Cl -5.46727 1.98424 -3.36634
H 0.00870 -1.33239 2.59650
Cl -5.49963 0.57867 -0.88389
H 1.22318 -6.43285 12.72587
H 6.12966 -0.13719 -4.13246
O -2.65783 -1.19525 9.69275
O 1.54862 0.48652 -1.44073
H -3.47030 0.96579 -11.10591
H 0.14106 1.44844 -3.89408
H -2.08642 5.57973 -7.79968
C 2.25730 -6.08954 10.92252
C -0.16311 1.98870 -2.99759
H -4.02619 0.28853 -2.62699
H -0.68131 -1.50941 -7.14224
C -3.26084 7.03629 -8.95242
Cl -3.94467 9.18597 -3.99753
H -0.40524 -1.97552 -5.46698
H -2.27899 1.13169 8.45945
H -3.96380 7.82383 -2.17290
C 8.43440 -0.49355 -5.47112
H -0.61734 -1.04985 9.82502
H -5.69011 -0.24033 -3.13071
C 2.72299 -4.94427 8.93187
C 10.64630 -1.38241 -5.95057
O -4.13552 0.18882 10.87882
H -4.26455 7.29350 -9.29080
H 10.94577 -1.83074 -6.89789
C -3.08026 5.67190 -8.23773
Cl 0.11119 -3.80814 -6.85813
O -0.50039 1.15440 -1.90412
H -3.75338 5.69603 -7.38075
H 2.27850 -2.82357 6.64207
H 3.95058 -0.01567 -5.48230
O -0.39307 -0.36933 -0.51090
O -3.20672 2.87924 -7.81116
H 4.64159 -1.63589 -5.49394
H -2.62144 7.04051 -9.83517
H -1.12837 -0.11402 7.77591
C 0.29263 -1.12969 0.50705
H 0.64238 -2.13367 0.26665
H -6.24060 -1.92049 11.42600
C -3.55800 7.66297 -3.17168
C -3.86115 -0.84797 10.27507
O 7.13675 -0.85218 -5.70147
H -6.41728 -0.69487 10.15486
H -1.58936 0.21757 10.63374
H 3.16950 -4.39598 6.28519
C -5.09203 0.51679 -2.62358
O 2.19468 -4.31277 7.92859
H 10.92268 -0.34094 -5.78605
H -1.08579 2.56801 -3.03215
H 4.82402 -0.64957 -6.96501
C -3.51989 1.36028 -10.09101
O -3.33508 4.71360 -9.24316
H -6.75827 -2.43861 9.92596
O -4.70788 -1.84645 9.94363
H -0.79620 0.04522 1.78578
Cl -1.76967 7.40262 -3.05656
H 0.30985 -7.08235 11.28808
C -3.31453 3.44418 -8.98187
H 11.12180 -1.87822 -5.10430
Cl -2.52579 -2.89465 -6.33700
H -0.63980 1.20632 8.81631
C 6.06620 -0.04127 -5.21637
O 1.82053 -5.26144 9.86764
C 0.92376 -6.27612 11.68959
H 2.50804 -7.02831 10.42864
C -1.42883 0.47462 8.64269
C -0.56316 -1.01775 1.72353
*
```